The following is a quantum chemistry calculation of a structure of composition C38H53AuN4PSTe at a distorted geometry, from the OMol25 dataset.

expectation value of S²: 2.016
E_LUMO (spin up / spin down): -2.826 / -3.938 eV
DFT total energy: -77330.306 eV
highest occupied orbital energy (spin up / spin down): -8.97 / -10.06 eV
maximum force: 0.022 Eh/bohr
charge: +1
Kohn-Sham gap (spin up / spin down): 6.146 / 6.125 eV
spin multiplicity: 3
relative energy (zero: lowest compared OMol25 entry of this formula, charge and spin): 0.652 eV

XYZ file:
```
99
Properties=species:S:1:pos:R:3:forces:R:3:mulliken_charge:R:1
H -1.563540 -1.295707 -5.026468 0.0 -0.1 -0.1 0.445
C -0.196215 -2.635089 4.567646 0.0 -0.1 0.0 -0.572
N 0.313531 2.777891 1.265889 0.0 0.0 -0.2 0.140
C -0.704347 -1.088484 -3.035750 0.1 0.1 -0.2 0.604
C -0.363032 3.502033 4.643166 -0.2 0.0 -0.2 -1.064
H -1.582877 0.345738 -4.379600 0.0 0.2 -0.1 0.361
H -0.692413 2.811733 5.411855 0.0 -0.2 0.2 0.363
C 2.824281 -1.949385 3.260688 -0.1 -0.1 -0.2 1.288
C 1.850178 1.628244 -1.619082 0.1 0.1 -0.2 -0.993
H 7.185461 3.116652 -2.835760 -0.1 0.1 0.0 0.218
N 2.081540 0.490842 -0.972261 -0.2 -0.1 0.3 0.337
H -0.360713 4.501587 5.065640 0.0 0.2 0.1 0.444
C 2.540695 -2.541176 1.911017 0.0 -0.1 -0.1 -1.981
C 0.715188 -0.864702 -3.545592 -0.2 -0.3 0.1 -1.286
H 2.632130 3.396978 -2.541522 0.0 0.1 0.0 0.523
C -4.811681 1.827062 0.399199 0.0 -0.1 0.1 -0.666
C -3.492398 2.059090 0.754516 0.0 0.1 0.0 -0.810
C 2.840999 -0.181936 4.896379 -0.1 0.2 -0.1 0.904
C -5.266329 0.526844 0.251854 -0.1 0.1 0.0 -0.813
C -1.337483 5.715625 2.622659 -0.3 0.3 -0.2 -0.838
C -2.722740 -3.226569 0.682882 0.3 0.3 -0.2 -1.675
C 2.854972 2.471612 -2.035706 0.2 -0.1 0.0 -0.654
H -1.875363 0.106319 5.612597 0.0 0.1 0.1 0.459
H -2.010478 -4.038654 0.841592 -0.1 0.1 0.0 0.448
H 2.286439 -3.596994 2.003306 0.0 0.0 0.0 0.493
H 0.881681 -1.429826 -4.460809 0.1 0.0 -0.1 0.520
C 3.968981 -2.266807 5.378133 -0.1 0.1 -0.1 0.662
N -0.912086 4.348807 2.397090 -0.1 0.2 0.2 0.426
C 2.521723 1.206573 5.349939 0.0 0.1 0.0 -1.572
C -3.089418 -0.318086 0.812081 0.0 -0.1 -0.1 -0.254
C -1.522869 -1.708202 2.788399 0.0 0.1 -0.1 0.344
C 5.258539 3.025385 -2.201053 0.6 1.0 -0.1 -0.007
C -1.285877 3.409140 3.436460 0.2 -0.2 0.2 0.242
H 0.820950 5.804382 0.706866 0.0 0.1 0.0 0.379
H 4.910623 -2.666546 7.263101 0.0 0.0 0.0 0.364
C -2.633953 0.995261 0.938816 0.1 -0.2 0.0 1.144
H 4.192778 -4.077690 6.478594 0.0 -0.1 0.0 0.350
H -4.797531 -1.552529 0.366262 0.0 -0.1 0.0 0.433
H -1.233239 2.399780 3.027758 -0.2 0.1 0.0 -0.700
H -0.828744 -2.149454 -2.796704 0.0 0.0 0.0 0.129
C -4.418553 -0.545855 0.470995 0.2 -0.1 0.0 -0.742
P -1.855247 -1.631879 1.004509 0.1 -0.1 0.3 1.621
H 0.675280 4.559441 -0.524881 0.0 0.0 0.0 0.268
H 3.449607 -2.486255 1.307388 0.0 0.0 -0.1 0.452
H -2.060428 -0.474169 -1.502491 0.1 0.1 0.0 0.584
H -1.592801 1.185048 1.171754 0.0 0.1 0.0 -0.296
H -3.066502 -3.258646 -0.352674 0.0 0.0 0.1 0.443
H 1.443521 -1.191224 -2.805519 0.1 0.0 0.0 0.138
H -2.817748 5.720862 1.031639 0.0 0.0 -0.1 0.219
H 0.491833 -3.383630 4.930723 0.1 0.0 0.0 0.430
H 3.899871 -3.706755 3.806932 0.0 -0.1 0.0 0.479
H -5.483004 2.656667 0.252985 -0.1 0.1 -0.1 0.444
H -2.942272 7.065391 2.174881 -0.1 0.1 0.0 0.448
C -1.975604 -0.712543 3.647705 -0.1 -0.1 -0.1 -0.054
C 4.182167 2.113502 -1.799616 -0.6 -0.8 0.3 0.706
C 3.613360 -0.971661 5.728184 0.0 -0.2 0.0 -1.082
H 5.416105 0.574017 -0.906895 0.1 0.0 0.1 0.416
Au 0.169484 -0.500301 0.023409 -0.5 0.0 -0.1 0.820
N 6.433155 2.500707 -2.574540 -0.1 -0.4 0.0 -0.359
H -1.351345 5.884431 3.700319 0.2 0.1 0.0 0.318
C 3.336512 0.149385 -0.720736 0.2 -0.2 0.0 -0.607
H -3.562395 -3.349785 1.370064 0.1 0.1 -0.1 0.459
H 6.566483 1.510530 -2.696340 0.0 0.0 0.0 0.204
H 3.142201 1.474898 6.199376 0.0 0.1 0.1 0.479
C 4.415928 0.908461 -1.132354 0.0 0.3 -0.3 -0.597
H 0.814373 1.850209 -1.816837 -0.1 0.1 0.0 0.807
H -2.677919 0.028437 3.291996 0.0 0.0 0.1 0.448
H 3.946019 -0.570476 6.676429 0.0 0.0 0.1 0.353
H 0.885466 2.666762 0.436868 -0.1 0.2 0.0 -0.358
C -1.711247 -0.703248 -4.127673 0.1 -0.2 0.2 -1.625
H -0.962567 0.796086 -2.033206 0.0 0.2 0.0 0.460
H -6.287978 0.340471 -0.037123 -0.2 0.0 0.0 0.408
C 2.390315 -0.680447 3.661843 0.1 0.0 -0.3 0.315
H 0.647276 3.250530 4.339982 0.2 -0.1 0.0 0.136
C -0.637762 -2.677598 3.259759 -0.2 0.0 0.0 -0.748
C -2.734756 6.003445 2.078847 0.2 0.0 0.1 -1.161
C -0.618027 -1.616070 5.406767 -0.1 0.1 0.1 -0.485
H 1.476929 1.287952 5.646211 -0.1 0.1 0.0 0.204
H -2.732624 -0.838928 -3.780299 -0.1 0.0 0.0 0.392
H -0.288870 -3.459253 2.598444 0.1 -0.1 -0.1 0.198
C -1.034250 -0.268749 -1.810649 0.0 -0.2 0.2 -1.225
C 3.588183 -2.720369 4.123555 0.0 0.0 0.1 -0.964
H 1.734099 -2.034111 1.376561 0.1 -0.1 0.1 -0.123
H 3.481884 -0.770059 -0.171317 0.0 0.0 0.0 0.221
H 5.702414 -3.412978 5.868312 0.1 0.0 0.0 0.361
H 0.881724 0.190491 -3.759583 0.0 0.1 -0.1 0.222
H -2.315983 3.635355 3.721016 0.0 -0.1 0.0 0.325
H -0.616143 6.408641 2.190215 0.0 0.0 0.1 0.574
H 2.708522 1.918163 4.549444 0.0 0.2 0.0 0.255
S 5.008363 4.649741 -2.107545 0.1 0.0 0.0 -0.331
C 4.739794 -3.151235 6.305107 0.0 0.0 0.0 -1.631
H -3.486336 5.459883 2.646907 -0.1 -0.1 0.0 0.334
Te 1.014706 0.523596 2.562952 0.4 -0.4 0.4 0.353
C -0.132711 3.988621 1.368522 0.3 -0.2 -0.5 1.045
H -0.237230 -1.553321 6.413206 0.0 -0.1 0.2 0.435
C 0.168895 5.025683 0.316408 0.0 0.0 0.1 -1.724
H -0.750336 5.484920 -0.039153 0.0 0.1 -0.1 0.307
H -3.126287 3.067946 0.877957 0.0 0.1 0.0 0.485
C -1.522520 -0.671515 4.952999 0.0 0.0 0.2 -0.588
```
Positions in Å, forces in eV/Å.

---

The following is a quantum chemistry calculation of a structure of composition C38H53F7GeILuN3O3SSbSi3 at a distorted geometry, from the OMol25 dataset.

E_LUMO: 3.623 eV
DFT total energy: -209154.043 eV
highest occupied orbital energy: -2.10 eV
maximum force: 0.054 Eh/bohr
charge: -2
Kohn-Sham gap: 5.725 eV
relative energy (zero: lowest compared OMol25 entry of this formula, charge and spin): 0.893 eV

XYZ file:
```
112
Properties=species:S:1:pos:R:3:forces:R:3:mulliken_charge:R:1
H -2.539084 5.118671 -0.611120 -0.4 -0.1 -0.1 0.366
C 6.271100 4.829534 2.956354 -0.2 0.7 1.3 -0.438
C -1.770290 4.388921 -0.387524 0.0 0.1 0.5 -1.388
H -0.912498 0.891796 -3.219812 -0.2 -0.5 0.9 0.095
F 0.609639 -2.365330 5.216870 0.2 0.1 0.1 -0.574
H -6.787799 -0.956231 -0.675061 0.2 0.2 0.2 0.414
H -0.568701 -0.195816 2.879068 0.1 -0.4 -0.5 -0.155
H 4.933184 3.076574 -2.608639 0.5 0.3 -0.7 0.397
F -0.136209 -4.781019 4.552515 -0.6 -0.5 0.1 -0.589
C 3.513806 3.302664 0.404768 -0.2 0.0 1.2 -0.698
H 6.957485 4.786763 2.206444 1.8 0.1 -2.1 0.552
H 3.227491 1.422699 -2.920388 0.0 -0.2 -0.2 0.304
C 3.179355 -5.637994 -1.035470 -0.7 0.6 -0.8 -0.904
C -1.706557 -2.451614 -5.825397 -1.0 0.9 0.1 -0.795
H -4.226377 0.229603 -2.858300 0.2 -0.4 -0.3 0.001
Si -3.017889 -0.453623 2.376186 0.7 0.4 0.3 0.772
H 0.664708 -3.365203 -8.015786 -0.3 0.0 0.3 0.338
H 3.590194 3.829742 1.355357 -0.2 0.1 -0.1 0.641
H -4.826873 1.041420 3.304794 -0.2 0.2 -0.1 0.218
H -4.334260 4.007123 1.422034 -0.3 -0.1 0.1 0.286
Ge -2.715327 0.848453 0.345296 -0.4 0.0 -1.2 -0.037
H -3.237743 4.633780 2.556500 0.8 2.1 1.0 0.590
C -0.582734 3.058104 2.047712 0.4 -0.8 -0.5 -0.674
C -1.556704 0.056794 -1.170390 0.6 -0.6 0.0 0.493
H 2.077401 -2.396871 -6.257070 -0.2 -0.3 0.0 0.474
H -3.193516 -2.717258 -1.254412 -1.0 -0.7 0.1 0.318
C 4.266983 2.898493 -1.800080 -0.3 0.2 0.9 -0.618
C 0.998891 -2.464315 -6.127775 0.3 -0.7 -0.5 -0.563
Sb 1.316774 -3.705027 4.088989 0.8 0.0 -0.2 2.450
H 5.134884 4.427279 -0.495471 0.0 0.0 0.0 0.374
C 3.328614 -4.380395 -0.371625 0.5 -1.4 0.2 1.457
C -1.216518 -2.974138 -7.024278 0.5 0.0 1.2 -0.662
C -1.500392 -0.128998 3.427411 0.2 -1.5 0.3 -0.618
O 1.113677 -0.087688 -3.382845 0.4 0.1 -0.4 -0.649
H -2.775959 -2.248912 -5.710327 0.2 -0.4 -0.1 0.391
C 4.396400 3.640293 -0.601415 -0.5 -1.1 -1.3 -0.736
C -5.037471 0.877051 -2.558981 -0.1 0.7 -0.1 -0.984
O 2.855165 -1.754853 -4.076625 0.8 0.2 -0.6 -0.821
H -1.726465 -2.939344 -2.177037 0.6 -0.4 0.1 0.140
H -0.881886 4.954298 -0.122973 0.2 0.1 0.1 0.428
H -0.629328 3.531275 3.007218 -0.4 0.1 0.8 0.496
H -3.872901 3.099296 2.885130 0.3 -0.1 -0.6 0.217
I 3.519869 2.108626 4.631174 -0.3 -0.4 0.2 0.148
H 3.184756 -1.186342 1.654068 -0.6 1.2 0.1 0.595
H -5.957281 0.596119 -3.112443 0.3 0.0 0.6 0.367
C 0.462018 -2.008923 -4.954835 0.0 0.2 0.0 -0.146
N 2.454262 -2.139911 -0.026629 -0.3 0.1 -1.6 0.135
H -4.762560 1.880423 -2.906668 0.0 0.0 0.0 0.283
H 4.983201 6.841591 5.333601 0.1 -0.4 -0.2 0.354
H 3.705602 -6.520120 -0.706105 0.1 0.0 0.2 0.372
C -3.499818 3.755430 2.078547 -1.2 -1.4 -0.7 -1.360
H -5.273111 -1.774318 -0.749261 0.6 0.0 0.1 0.258
H -5.783963 -0.977464 0.768480 -0.1 -0.6 0.9 0.120
H -1.436420 -0.921928 4.214452 -0.1 0.7 -0.3 0.270
N 4.438377 4.866528 5.009562 0.1 0.1 0.3 -0.608
H -1.722837 -2.406593 -0.390353 0.3 -0.2 -0.6 -0.125
H 5.647993 2.845805 2.561332 -0.3 0.8 1.0 0.344
Lu 0.878177 -0.303256 -0.891820 0.0 -0.4 0.7 1.669
C -5.747827 -0.913362 -0.294634 -0.9 0.8 -0.8 -1.050
C 4.197166 -4.195809 0.759891 -0.5 -1.1 0.0 -0.774
C 2.554933 -3.302495 -0.785859 -0.7 0.9 0.3 0.111
C -3.237549 -2.301635 2.206829 0.5 -0.3 -0.8 -1.042
C 6.130519 5.931084 3.751563 0.5 1.8 0.1 -0.427
H -5.389083 -0.641162 2.992371 0.2 0.5 0.2 0.303
H -0.272883 2.003404 2.138162 0.1 0.5 0.2 -0.274
H -1.383809 -1.478900 -3.974812 -0.1 0.2 0.9 0.539
H -1.877313 -3.323168 -7.817202 0.3 0.1 0.2 0.387
C 3.304236 1.889612 -1.950268 0.7 0.7 0.5 -0.350
C 4.672608 3.791483 4.287149 -0.9 -0.2 0.3 0.277
H -6.128269 2.083394 1.127765 -0.2 0.2 0.1 0.277
C 0.166789 -3.017697 -7.100618 0.9 0.2 -1.4 -0.478
H 2.120670 -6.669227 -2.615542 0.1 0.2 0.1 0.361
C 3.219643 -2.010823 0.994811 0.8 -1.4 0.7 -0.594
H -0.836233 2.005932 -1.866335 -0.1 -0.3 0.0 -0.005
F 0.770383 -0.056580 1.120688 -0.1 0.1 -0.2 -0.620
H 4.785867 -5.053906 1.163247 -0.4 0.8 -0.6 0.305
Si -2.108268 3.140877 0.982674 -0.4 -0.8 0.6 0.793
F 2.274007 -4.521291 5.550006 -0.1 0.4 -0.5 -0.585
C -6.093399 2.148539 0.042834 -0.8 -0.2 -0.7 -1.076
C 5.186868 5.939394 4.742491 -0.5 0.1 0.4 -0.207
H -4.250200 -2.540470 1.910951 -0.4 0.0 -0.1 0.292
F 2.851339 -2.636417 3.673268 -0.4 -0.1 0.6 -0.562
C -2.197547 -2.375901 -1.385232 0.1 2.3 0.2 -0.527
C 2.305250 -5.716591 -2.119074 1.5 -0.8 1.2 -0.971
Si -5.000111 0.809402 -0.660173 0.8 -1.1 -0.5 0.803
C 2.490806 1.474615 -0.894213 -0.7 0.5 0.4 -0.055
C -1.398251 1.132250 -2.244444 -1.2 1.0 -0.7 -1.070
H -5.640625 3.088939 -0.265476 -0.1 0.2 0.1 0.191
H -2.584516 -2.725432 1.422127 -0.1 0.0 0.7 0.182
H -1.411683 0.837747 3.854819 -0.5 1.0 0.7 0.410
H -1.529074 3.826135 -1.263626 0.1 -0.1 -0.8 0.384
S 1.517827 -1.465779 -3.672969 -0.7 0.1 1.5 1.772
C 2.598250 2.249092 0.294522 0.4 -0.4 -0.8 -0.028
C 4.112988 -3.032301 1.427495 0.8 0.5 -0.3 -0.571
H -4.448461 -0.213171 4.430303 0.2 -0.3 0.3 0.427
C 5.554140 3.734118 3.236455 -0.3 -2.4 -1.3 -0.337
F 1.928415 -5.005746 2.845645 0.3 -0.3 0.3 -0.602
H -2.415185 1.511603 -2.548550 0.7 0.1 0.1 0.188
H 1.964353 1.948857 1.127402 0.2 0.3 0.1 0.347
F 0.434957 -2.992894 2.586564 -0.3 0.3 0.0 -0.433
C 1.686510 -4.587345 -2.607819 -0.6 0.8 0.3 -0.496
O -2.352729 -0.999742 -1.836121 0.2 -0.5 0.2 -0.163
C 1.755243 -3.365021 -1.969615 0.7 -0.9 0.5 -1.140
H -7.101526 2.075007 -0.441103 0.6 0.1 0.6 0.329
C -0.900702 -1.957605 -4.793530 -0.8 -0.6 -1.3 -0.167
H 4.739052 -2.811091 2.275205 -0.1 -0.1 0.2 0.356
H -3.043786 -2.771952 3.174483 0.2 0.0 -0.1 0.426
H 6.734243 6.822674 3.593938 -0.1 -0.1 -0.1 0.320
H 1.036442 -4.740773 -3.427340 -0.6 0.3 -0.9 0.531
C -4.563326 -0.009524 3.371821 -0.4 0.0 -0.5 -1.229
H 0.198025 3.591965 1.536199 0.6 0.1 -0.4 0.246
N 1.100310 -2.203981 -2.344019 -0.2 0.3 -0.2 0.290
```
Positions in Å, forces in eV/Å.

---

maximum force of number 1 (C38H53AuN4PSTe)? 0.022 Eh/bohr

---

Among the records above, which one has the lowest maximum force? C38H53AuN4PSTe

---

Which of these has the highest DFT total energy? C38H53AuN4PSTe